Entry from the OMol25 dataset: a cluster of 2 separate species, C3H7N3 in total at a distorted geometry (ωB97M-V with the def2-TZVPD basis set).

Structure (XYZ):
```
13
Properties=species:S:1:pos:R:3
N -2.1011 -0.5080 -0.0761
C -0.9624 0.4183 -0.1000
C 0.3963 -0.1986 0.1675
N 0.2772 -1.4691 0.4330
C 3.0716 1.4448 -0.1969
N 4.0423 2.0420 -0.3941
H -2.8561 -0.1594 0.5015
H -2.4768 -0.6558 -1.0053
H -1.0881 1.2015 0.6590
H -0.8819 0.9576 -1.0539
H 2.1421 0.8714 -0.0239
H -0.6507 -1.9091 0.4441
H 1.0875 -2.0355 0.6451
```

Results
- orbital gap (eV) = 9.68
- E_LUMO (Eh) = 0.025
- charge = 0
- ΔE to the lowest compared entry with this formula, charge and spin (kJ/mol) = 216.5

***

Entry from the OMol25 dataset: a structure of composition C3H8F3O5STl at a distorted geometry (ωB97M-V with the def2-TZVPD basis set).

Structure (XYZ):
```
21
Properties=species:S:1:pos:R:3
Tl 1.6810 -0.2526 -2.0808
C 1.1867 0.2052 3.1634
F 1.2695 0.4409 4.4712
F 0.6857 -1.0770 3.0661
F 0.3080 1.0959 2.7237
S 2.8952 0.4309 2.1486
O 3.3328 1.8137 2.4811
O 3.9354 -0.5835 2.4886
O 2.4834 0.3026 0.7238
C -1.5736 -0.6733 0.2259
O -0.2080 -0.9858 -0.0043
H -1.7100 -0.3097 1.2444
H -1.9269 0.1305 -0.4200
H -2.2349 -1.5344 0.1294
H 0.0277 -1.5611 0.7272
C -1.6621 0.6854 -3.7252
O -1.2033 -0.1820 -2.7690
H -2.1273 1.5200 -3.2005
H -0.8469 1.0452 -4.3530
H -2.3432 0.2246 -4.4407
H -1.9693 -0.7353 -2.6000
```

Results
- orbital gap (spin up / spin down) (eV) = 5.24 / 3.93
- 2S+1 = 2
- E_LUMO (spin up / spin down) (Eh) = -0.655 / -0.658
- charge = +3
- ΔE to the lowest compared entry with this formula, charge and spin (kJ/mol) = 117.8

***

Entry from the OMol25 dataset: a structure of composition C3H6N2O2 at a distorted geometry (ωB97M-V with the def2-TZVPD basis set).

Structure (XYZ):
```
13
Properties=species:S:1:pos:R:3
C -0.6641 -0.2669 1.1769
C -0.9152 1.0847 1.7678
C 1.1173 -0.9839 -1.9718
N 0.7917 -1.5140 -0.7698
N -0.1803 -0.0395 -0.0561
O -0.2398 0.8386 -0.8610
O -0.7979 -1.3128 1.7470
H -1.2265 1.8584 1.0700
H -1.6228 1.0410 2.6399
H 0.0429 1.4874 1.9670
H 2.0838 -0.2698 -1.8362
H 0.3956 -0.1813 -2.1349
H 1.2152 -1.7417 -2.7388
```

Results
- orbital gap (spin up / spin down) (eV) = 9.08 / 8.82
- E_LUMO (spin up / spin down) (Eh) = -0.018 / -0.042
- charge = 0
- ΔE to the lowest compared entry with this formula, charge and spin (kJ/mol) = 761.8